# 1
{"formula": "C32H45N3O5RuSSi", "method": "the ωB97M-V functional and the def2-TZVPD basis", "elements": ["Ru", "C", "O", "C", "C", "C", "C", "C", "C", "N", "N", "C", "C", "O", "C", "C", "C", "C", "C", "C", "C", "C", "H", "H", "H", "H", "H", "H", "H", "H", "H", "H", "H", "H", "H", "C", "C", "C", "C", "O", "Si", "S", "O", "C", "C", "C", "C", "O", "C", "C", "C", "C", "H", "H", "H", "H", "H", "H", "H", "H", "H", "H", "H", "H", "H", "H", "H", "H", "H", "H", "H", "H", "H", "H", "H", "H", "H", "H", "H", "C", "C", "C", "N", "H", "H", "H", "H", "H"], "coordinates": [[0.402, -1.116, 0.230], [-1.752, -0.538, 3.098], [-1.469, -1.270, 1.913], [-2.184, -2.401, 1.653], [-3.125, -2.931, 2.514], [-3.857, -4.054, 2.143], [-3.645, -4.654, 0.907], [-2.696, -4.147, 0.046], [-1.934, -3.022, 0.403], [-0.964, -2.503, -0.407], [-0.726, -3.132, -1.556], [0.039, -2.659, -2.524], [0.691, -1.344, -2.506], [0.333, -0.434, -1.638], [1.706, -1.080, -3.447], [2.009, -1.963, -4.442], [1.272, -3.177, -4.602], [1.497, -4.030, -5.690], [0.728, -5.158, -5.873], [-0.282, -5.473, -4.962], [-0.500, -4.668, -3.866], [0.271, -3.515, -3.662], [-1.398, -1.072, 3.984], [-2.823, -0.345, 3.189], [-1.222, 0.402, 2.993], [-3.296, -2.478, 3.480], [-4.599, -4.451, 2.822], [-4.217, -5.526, 0.622], [-2.512, -4.608, -0.912], [2.233, -0.138, -3.356], [2.793, -1.725, -5.150], [2.280, -3.779, -6.395], [0.897, -5.797, -6.730], [-0.896, -6.350, -5.121], [-1.283, -4.899, -3.158], [-2.909, 2.675, 0.458], [-2.235, 1.658, -0.456], [-3.072, 0.390, -0.571], [-2.030, 2.241, -1.852], [-0.961, 1.262, 0.138], [0.374, 2.177, 0.412], [1.804, 0.620, 0.911], [0.792, 2.861, -0.969], [1.678, 3.842, -1.521], [3.112, 3.478, -1.158], [1.302, 5.214, -0.975], [1.476, 3.786, -3.030], [0.166, 3.214, 1.632], [0.735, 3.539, 2.918], [2.229, 3.808, 2.762], [0.009, 4.795, 3.379], [0.494, 2.405, 3.912], [-3.896, 2.928, 0.071], [-2.308, 3.584, 0.522], [-3.020, 2.270, 1.466], [-3.988, 0.596, -1.124], [-3.344, 0.007, 0.412], [-2.502, -0.371, -1.106], [-2.998, 2.371, -2.337], [-1.416, 1.566, -2.449], [-1.533, 3.207, -1.801], [3.248, 3.490, -0.074], [3.807, 4.187, -1.607], [3.346, 2.477, -1.523], [1.387, 5.227, 0.112], [0.272, 5.457, -1.241], [1.958, 5.978, -1.391], [1.691, 2.781, -3.396], [2.141, 4.494, -3.526], [0.446, 4.034, -3.286], [2.396, 4.585, 2.015], [2.748, 2.900, 2.451], [2.651, 4.145, 3.708], [0.221, 5.627, 2.707], [0.330, 5.064, 4.385], [-1.068, 4.622, 3.388], [0.822, 1.456, 3.487], [-0.565, 2.344, 4.170], [1.059, 2.584, 4.827], [3.524, -3.477, 3.906], [2.097, -3.880, 3.502], [1.530, -2.987, 2.514], [1.076, -2.276, 1.742], [3.868, -4.142, 4.694], [3.551, -2.454, 4.276], [4.203, -3.559, 3.060], [1.437, -3.876, 4.371], [2.090, -4.889, 3.084]], "forces_ev_per_angstrom": [[-0.168, 1.693, -0.419], [0.011, 0.195, 0.094], [0.008, -0.220, -0.287], [-0.038, 0.014, -0.055], [0.011, 0.096, 0.126], [0.025, -0.008, -0.056], [-0.053, -0.015, 0.028], [-0.017, -0.074, -0.038], [-0.153, -0.153, -0.185], [0.637, 0.940, 0.410], [-0.584, -1.392, -0.713], [0.104, 0.880, 0.810], [-0.201, -0.582, -0.496], [0.106, -0.095, 0.230], [0.040, 0.118, -0.039], [0.091, 0.311, 0.121], [-0.279, -0.299, 0.038], [0.041, 0.145, 0.052], [-0.048, -0.071, 0.021], [0.057, -0.049, -0.070], [0.010, 0.061, 0.112], [0.134, -0.220, -0.362], [-0.008, -0.028, -0.038], [0.023, 0.004, -0.057], [0.009, 0.004, 0.016], [-0.035, 0.007, -0.034], [0.020, -0.015, 0.013], [-0.006, 0.016, -0.007], [0.050, 0.023, 0.017], [-0.037, 0.018, 0.000], [-0.009, -0.043, -0.020], [-0.018, -0.001, -0.021], [0.020, 0.006, 0.003], [-0.004, 0.003, 0.014], [0.015, -0.011, -0.011], [0.186, -0.107, -0.001], [-0.308, 0.014, -0.116], [0.219, 0.007, 0.090], [0.184, -0.082, 0.135], [-0.236, 0.032, 0.118], [0.373, -0.559, 0.193], [-0.383, -0.324, 0.167], [-0.105, 0.149, -0.265], [0.126, 0.152, -0.024], [-0.117, -0.062, 0.016], [-0.023, -0.100, 0.005], [-0.003, -0.027, 0.127], [-0.026, -0.025, 0.070], [0.048, 0.154, 0.078], [-0.126, -0.071, -0.091], [0.044, -0.026, -0.056], [-0.060, 0.058, -0.184], [-0.002, 0.029, -0.006], [-0.059, 0.038, 0.009], [-0.018, -0.010, 0.002], [-0.009, 0.006, 0.013], [0.015, -0.054, 0.076], [-0.056, -0.025, -0.031], [-0.009, 0.000, 0.017], [-0.018, 0.020, -0.027], [0.015, 0.039, -0.053], [0.038, 0.022, -0.010], [0.021, 0.008, 0.024], [0.020, 0.002, 0.009], [0.004, 0.041, -0.020], [0.001, 0.006, 0.003], [0.000, 0.017, 0.010], [0.008, 0.005, -0.019], [-0.005, -0.001, -0.015], [-0.002, 0.004, -0.008], [0.014, -0.001, 0.029], [0.060, 0.008, 0.017], [0.009, -0.011, 0.006], [-0.005, 0.008, 0.007], [-0.004, 0.035, -0.001], [0.003, -0.001, 0.014], [0.065, -0.062, 0.020], [-0.014, -0.033, -0.023], [-0.025, 0.023, 0.007], [-0.057, 0.043, -0.062], [0.356, -0.190, 0.314], [-0.200, 0.087, -0.129], [0.449, -0.504, 0.425], [0.008, -0.006, -0.007], [0.001, -0.006, 0.012], [0.005, 0.010, 0.006], [-0.060, -0.011, -0.060], [-0.095, 0.018, -0.005]], "mulliken_spin": [2.706, -0.002, 0.058, 0.108, -0.085, 0.161, -0.049, 0.180, -0.018, 0.309, 0.306, 0.152, 0.334, 0.133, -0.127, 0.232, -0.009, 0.038, 0.027, 0.012, 0.063, 0.012, -0.001, 0.003, -0.004, -0.003, 0.008, -0.001, 0.001, 0.001, 0.007, 0.004, 0.001, 0.001, 0.022, 0.001, -0.012, 0.013, 0.007, 0.080, -0.046, 0.341, 0.041, -0.009, 0.013, 0.002, 0.000, 0.009, 0.003, 0.005, -0.001, -0.006, 0.000, 0.000, 0.000, 0.000, 0.001, -0.011, 0.001, -0.004, 0.000, -0.003, 0.000, 0.002, 0.000, 0.000, 0.000, 0.001, 0.000, 0.000, 0.001, 0.000, -0.001, 0.000, 0.000, 0.000, 0.000, 0.000, 0.000, 0.001, -0.003, 0.025, -0.032, 0.000, 0.000, 0.000, 0.003, 0.002], "total_charge": 1, "e_lumo_ev": [-2.191, -5.041], "spin_multiplicity": 6, "fmax_ev_per_a": 1.752, "e_homo_ev": [-9.09, -10.96]}

# 2
{"formula": "C3H9NO2S", "method": "the ωB97M-V functional and the def2-TZVPD basis", "elements": ["C", "C", "S", "C", "N", "O", "H", "H", "H", "H", "H", "H", "H", "H", "H", "O"], "coordinates": [[-0.297, -0.376, -0.651], [-1.145, -0.209, 0.602], [-2.921, -0.393, 0.282], [1.149, -0.610, -0.275], [1.526, -1.920, -0.186], [1.920, 0.273, 0.053], [-0.628, -1.109, -1.390], [-0.356, 0.544, -1.223], [-0.851, -0.906, 1.379], [-0.983, 0.801, 1.003], [-3.143, 0.871, -0.097], [1.128, -2.671, -0.731], [2.423, -2.089, 0.245], [1.116, 1.918, 0.135], [0.641, 3.284, 0.739], [0.419, 2.591, 0.116]], "forces_ev_per_angstrom": [[0.459, 0.464, -0.893], [-0.121, 0.449, -0.012], [-0.051, -0.107, 0.127], [-0.186, -0.622, -0.035], [0.214, -0.113, 0.072], [0.042, 0.259, 0.194], [-0.234, -0.495, 0.575], [0.134, 0.383, 0.074], [-0.164, -0.294, 0.064], [0.047, -0.370, -0.126], [0.036, 0.001, -0.031], [-0.200, 0.344, 0.236], [0.060, 0.001, -0.256], [0.255, -0.088, 0.139], [0.198, -0.025, 0.066], [-0.487, 0.213, -0.194]], "nbo_charge": [-0.526, -0.522, -0.042, 0.696, -0.827, -0.638, 0.220, 0.246, 0.221, 0.260, 0.128, 0.401, 0.401, 0.498, 0.469, -0.988], "e_lumo_ev": 0.746, "smiles": "NC(=O)CCS.O", "spin_multiplicity": 1, "fmax_ev_per_a": 1.106, "e_homo_ev": -9.12}

# 3
{"formula": "C36H22F9NO4PPtS", "method": "the ωB97M-V functional and the def2-TZVPD basis", "elements": ["Pt", "C", "C", "C", "C", "C", "C", "C", "C", "C", "C", "C", "C", "C", "C", "C", "N", "H", "H", "H", "H", "H", "H", "H", "H", "H", "H", "O", "S", "O", "O", "O", "F", "C", "F", "F", "C", "C", "C", "C", "C", "C", "P", "C", "C", "C", "C", "C", "C", "C", "F", "F", "F", "C", "C", "C", "C", "C", "C", "C", "F", "F", "F", "H", "H", "H", "H", "H", "H", "H", "H", "H", "H", "H", "H"], "coordinates": [[0.346, 2.421, -0.282], [-2.196, 3.015, 3.112], [-1.409, 2.513, 4.145], [-0.134, 2.034, 3.888], [0.369, 2.034, 2.585], [-0.434, 2.532, 1.546], [-1.700, 3.030, 1.812], [1.656, 1.520, 2.170], [2.566, 0.872, 2.989], [3.741, 0.362, 2.481], [4.050, 0.560, 1.098], [5.233, 0.096, 0.514], [5.535, 0.344, -0.816], [4.651, 1.091, -1.583], [3.462, 1.557, -1.038], [3.119, 1.273, 0.290], [1.911, 1.683, 0.815], [-3.190, 3.394, 3.318], [-1.793, 2.501, 5.158], [0.470, 1.654, 4.704], [-2.298, 3.430, 1.001], [2.326, 0.746, 4.037], [4.437, -0.175, 3.113], [5.927, -0.461, 1.136], [6.459, -0.025, -1.244], [4.885, 1.323, -2.616], [2.789, 2.150, -1.644], [-1.105, 3.412, -1.335], [-0.674, 2.886, -2.741], [-0.883, 3.899, -3.731], [0.796, 2.614, -2.454], [-1.381, 1.630, -2.968], [2.577, -2.834, -5.850], [1.247, -2.868, -5.670], [0.893, -4.170, -5.611], [0.685, -2.378, -6.793], [0.804, -2.119, -4.448], [-0.525, -2.216, -4.058], [-0.970, -1.524, -2.949], [-0.087, -0.735, -2.214], [1.233, -0.620, -2.629], [1.684, -1.319, -3.741], [-0.621, 0.209, -0.751], [-0.070, -0.830, 0.653], [-0.780, -0.782, 1.851], [-0.319, -1.454, 2.974], [0.866, -2.165, 2.908], [1.594, -2.209, 1.726], [1.126, -1.547, 0.606], [1.414, -2.864, 4.115], [1.696, -4.159, 3.864], [2.564, -2.305, 4.541], [0.566, -2.846, 5.158], [-2.428, 0.023, -0.612], [-3.254, 1.140, -0.715], [-4.623, 1.004, -0.547], [-5.170, -0.245, -0.292], [-4.359, -1.364, -0.195], [-2.988, -1.225, -0.345], [-6.659, -0.360, -0.137], [-7.305, -0.106, -1.292], [-7.138, 0.516, 0.767], [-7.044, -1.586, 0.262], [-1.213, -2.826, -4.631], [-2.014, -1.577, -2.675], [1.917, 0.030, -2.100], [2.715, -1.225, -4.053], [-1.690, -0.198, 1.926], [-0.875, -1.400, 3.900], [2.533, -2.746, 1.685], [1.710, -1.581, -0.305], [-2.815, 2.103, -0.933], [-5.266, 1.871, -0.618], [-4.791, -2.334, 0.007], [-2.351, -2.094, -0.240]], "forces_ev_per_angstrom": [[0.021, -0.017, 0.075], [0.022, -0.011, 0.004], [0.025, -0.007, -0.018], [-0.040, 0.007, 0.054], [0.038, -0.020, -0.032], [-0.004, 0.029, -0.088], [-0.003, -0.001, -0.017], [-0.024, 0.010, -0.022], [0.016, 0.000, 0.000], [0.030, -0.021, 0.000], [-0.029, -0.014, 0.041], [-0.006, 0.009, 0.001], [0.013, -0.002, -0.011], [-0.003, -0.010, 0.019], [-0.023, 0.015, -0.023], [0.008, 0.036, 0.029], [0.023, 0.026, -0.131], [0.002, 0.001, 0.000], [0.008, -0.003, 0.004], [-0.011, 0.006, 0.000], [0.006, -0.003, 0.011], [0.005, 0.001, -0.007], [-0.002, 0.004, -0.013], [-0.007, 0.005, 0.002], [-0.006, 0.001, 0.001], [-0.006, 0.001, 0.003], [-0.003, -0.013, -0.004], [-0.152, -0.076, -0.047], [0.063, 0.423, -0.013], [0.056, -0.093, 0.001], [-0.058, -0.156, 0.090], [-0.026, 0.020, -0.109], [0.040, 0.005, -0.004], [-0.026, 0.021, 0.051], [-0.001, -0.039, -0.003], [-0.008, 0.010, -0.041], [0.017, 0.002, 0.000], [-0.023, -0.003, -0.011], [-0.009, 0.030, 0.009], [-0.077, 0.005, -0.040], [0.022, -0.025, 0.010], [0.013, 0.014, 0.028], [0.112, -0.196, 0.254], [-0.001, -0.004, 0.019], [0.033, -0.032, 0.037], [-0.052, 0.067, -0.036], [-0.009, -0.021, 0.021], [0.024, -0.012, -0.046], [-0.005, 0.004, 0.006], [-0.005, 0.037, -0.046], [0.009, -0.049, -0.010], [0.045, 0.014, 0.029], [-0.032, 0.000, 0.024], [-0.055, 0.036, -0.006], [0.027, -0.032, -0.025], [0.019, 0.056, -0.008], [-0.043, -0.009, 0.002], [0.034, -0.055, 0.004], [-0.021, 0.007, -0.002], [0.083, -0.002, -0.008], [-0.025, 0.007, -0.043], [-0.023, 0.022, 0.035], [-0.021, -0.025, 0.017], [-0.003, 0.006, 0.009], [0.009, -0.011, -0.012], [0.011, 0.017, -0.001], [-0.002, 0.002, 0.002], [0.013, -0.005, 0.003], [0.003, -0.003, -0.005], [-0.008, 0.003, -0.004], [0.002, -0.003, 0.003], [-0.023, 0.014, -0.007], [0.018, 0.005, -0.006], [0.011, 0.000, 0.002], [-0.006, -0.004, 0.000]], "mulliken_spin": [0.666, 0.093, -0.044, 0.092, -0.204, 0.144, -0.048, 0.322, -0.040, 0.327, -0.040, 0.074, 0.002, 0.059, 0.017, 0.028, 0.157, 0.008, -0.002, 0.008, -0.002, 0.000, 0.013, -0.002, 0.006, 0.008, -0.002, 0.014, -0.006, 0.001, 0.003, 0.005, 0.000, 0.000, 0.000, 0.000, 0.012, -0.004, 0.025, 0.008, 0.028, 0.005, 0.106, 0.053, -0.020, -0.004, -0.004, -0.016, 0.033, 0.002, 0.001, 0.001, 0.000, 0.036, 0.012, 0.003, 0.002, 0.002, 0.007, 0.000, 0.000, 0.000, 0.000, 0.000, 0.004, 0.019, 0.001, 0.010, 0.002, 0.011, -0.001, 0.005, 0.000, 0.000, 0.002], "total_charge": -1, "e_lumo_ev": [2.255, 1.041], "spin_multiplicity": 3, "fmax_ev_per_a": 0.428, "e_homo_ev": [-2.77, -5.63]}

# 4
{"formula": "C5H9NO", "method": "the ωB97M-V functional and the def2-TZVPD basis", "elements": ["C", "C", "C", "C", "C", "N", "O", "H", "H", "H", "H", "H", "H", "H", "H", "H"], "coordinates": [[-1.281, -1.723, 0.080], [-0.734, -0.056, -0.552], [-0.667, 1.627, -0.428], [0.813, 1.501, 0.069], [0.566, 0.003, 0.094], [0.897, -1.018, 0.783], [2.200, -1.062, 1.230], [-2.035, -2.005, -0.635], [-1.635, -1.679, 1.114], [-0.546, -2.574, 0.099], [-0.829, -0.286, -1.612], [-0.725, 2.199, -1.377], [-1.329, 2.121, 0.283], [1.033, 1.940, 1.055], [1.570, 1.859, -0.636], [2.701, -0.847, 0.433]], "forces_ev_per_angstrom": [[-0.719, 1.172, -0.482], [-0.175, -1.415, 0.495], [-0.374, -0.344, 0.303], [0.036, -0.186, -0.129], [0.410, -0.693, 0.242], [0.443, 0.121, -0.456], [1.005, 0.604, 0.377], [-0.707, 0.065, 0.080], [-0.224, 0.329, -0.351], [-0.233, 1.625, -0.535], [0.686, 0.068, -0.021], [-0.266, -0.862, 0.308], [0.032, -0.228, 0.100], [-0.085, -0.314, -0.282], [-0.253, -0.054, 0.001], [0.425, 0.111, 0.349]], "nbo_charge": [-0.568, -0.246, -0.372, -0.481, 0.180, -0.138, -0.560, 0.183, 0.211, 0.241, 0.216, 0.214, 0.214, 0.233, 0.223, 0.451], "e_lumo_ev": 0.883, "smiles": "C[C@H]1CC/C1=N\\O", "spin_multiplicity": 1, "fmax_ev_per_a": 1.726, "e_homo_ev": -8.83}